Record 1
Molecular formula: C7H12S
Method: DFT, ωB97M-V/def2-TZVPD

Last column: Mulliken charge in e.
Atoms and positions in Å:
C  -1.47  -1.09  0.51  -0.65
C  0.91  -2.16  -1.34  -0.78
C  -0.07  1.70  0.53  -0.52
C  1.00  0.79  0.09  -0.59
C  -1.46  1.26  -0.14  -0.97
C  1.17  -0.53  0.98  -0.79
C  -1.45  -0.11  -0.54  -0.24
S  0.25  -2.08  0.20  0.03
H  -1.74  -1.03  1.50  0.48
H  1.06  -3.14  -1.78  0.29
H  0.97  -1.28  -1.95  0.27
H  -0.11  1.58  1.62  0.26
H  0.13  2.80  0.28  0.31
H  0.81  0.47  -0.94  0.24
H  2.02  1.31  0.01  0.38
H  -2.20  1.31  0.62  0.36
H  -1.62  1.93  -0.90  0.42
H  2.18  -0.80  0.80  0.45
H  0.75  -0.48  1.98  0.47
H  -1.13  -0.44  -1.55  0.57

Properties
- E_HOMO (alpha / beta) (eV) = -7.3297 / -7.3303
- energy relative to the best compared isomer or geometry (same formula, charge and spin) (eV) = 5.9493
- frontier orbital gap (alpha / beta) (eV) = 7.777 / 7.778

=====

Record 2
Molecular formula: C7H12S
Method: DFT, ωB97M-V/def2-TZVPD

Last column: Mulliken charge in e.
Atoms and positions in Å:
C  0.29  1.06  -0.19  0.01
C  -1.07  0.61  -0.58  -0.79
C  1.34  1.01  -1.25  -0.81
C  -1.68  -0.31  0.17  0.08
C  1.39  0.06  -0.13  0.80
C  -3.02  -0.86  0.06  -1.47
C  2.30  0.05  1.04  -1.92
S  0.98  -1.67  -0.53  -0.18
H  0.50  1.87  0.50  0.43
H  -1.50  0.92  -1.51  0.39
H  1.04  0.64  -2.23  0.30
H  2.15  1.82  -1.41  0.23
H  -0.99  -0.67  0.97  0.39
H  -3.52  -0.68  -0.93  0.30
H  -3.46  -0.22  0.73  0.34
H  -3.12  -1.82  0.39  0.37
H  1.84  -0.14  1.94  0.51
H  2.84  0.96  1.19  0.43
H  3.06  -0.69  1.04  0.46
H  0.65  -1.94  0.74  0.14

Properties
- E_HOMO (alpha / beta) (eV) = -4.6604 / -8.8750
- <S²> = 2.01
- energy relative to the best compared isomer or geometry (same formula, charge and spin) (eV) = 0.9807
- multiplicity = 3
- frontier orbital gap (alpha / beta) (eV) = 5.520 / 7.377

=====

Record 3
Molecular formula: C7H12Si
Method: DFT, ωB97M-V/def2-TZVPD

Last column: Mulliken charge in e.
Atoms and positions in Å:
C  1.65  -0.96  -0.76  -0.39
C  1.05  -1.37  -1.89  -0.66
C  0.64  -0.42  0.13  0.35
C  -0.58  -0.41  -0.47  -0.41
C  -0.42  -1.24  -1.72  -0.38
C  1.09  1.67  1.24  -1.11
C  0.77  0.20  1.57  -0.50
Si  -2.71  0.50  0.19  0.43
H  2.74  -1.02  -0.41  0.32
H  1.66  -1.82  -2.64  0.40
H  -0.94  -0.91  -2.63  0.38
H  -0.92  -2.18  -1.38  0.24
H  0.85  2.19  2.12  0.38
H  0.41  2.01  0.49  0.31
H  2.22  1.91  1.05  0.28
H  -0.14  0.27  2.17  0.30
H  1.70  -0.08  2.10  0.29
H  -3.26  -0.87  0.58  -0.05
H  -3.74  1.08  -0.75  -0.09
H  -2.07  1.45  1.03  -0.10

Properties
- E_HOMO (eV) = -7.8052
- energy relative to the best compared isomer or geometry (same formula, charge and spin) (eV) = 3.6033
- frontier orbital gap (eV) = 8.196

=====

Record 4
Molecular formula: C7H13AlF5KNNaSSi
Method: DFT, ωB97M-V/def2-TZVPD

Last column: Mulliken charge in e.
Atoms and positions in Å:
N  -1.58  -1.85  3.19  -0.61
C  -1.43  -0.71  2.27  0.04
Si  0.38  -0.20  2.14  0.59
S  1.04  1.05  3.76  -0.38
H  -1.69  -1.53  4.14  0.24
H  -2.44  -2.33  2.96  0.24
H  -2.04  0.18  2.52  0.23
H  -1.69  -1.05  1.26  0.09
H  1.16  -1.46  2.02  -0.17
H  0.54  0.60  0.89  -0.19
H  1.23  2.25  3.18  0.14
C  0.41  2.68  -2.66  -0.40
C  0.57  1.42  -2.10  -0.62
C  1.80  0.77  -2.19  -0.46
C  2.87  1.39  -2.84  -0.48
C  2.70  2.65  -3.39  -0.40
C  1.48  3.29  -3.30  -0.37
H  -0.54  3.18  -2.59  0.33
H  -0.25  0.94  -1.59  0.44
H  1.92  -0.21  -1.77  0.85
H  3.82  0.88  -2.91  0.37
H  3.53  3.13  -3.89  0.37
H  1.35  4.27  -3.74  0.36
F  -3.33  1.38  1.98  -0.91
Na  2.81  -0.70  0.66  0.77
K  -3.96  1.44  -0.01  0.91
F  -2.93  -3.09  0.66  -0.43
Al  -1.73  -4.31  0.41  0.66
F  -0.24  -3.51  0.04  -0.40
F  -2.18  -5.30  -0.92  -0.41
F  -1.55  -5.26  1.82  -0.41

Properties
- E_HOMO (eV) = -8.1771
- frontier orbital gap (eV) = 6.203